Record 1
{
  "formula": "H20O10",
  "method": "wB97M-V/def2-TZVPD",
  "symbols": ["O", "H", "H", "O", "H", "H", "O", "H", "H", "O", "H", "H", "O", "H", "H", "O", "H", "H", "O", "H", "H", "O", "H", "H", "O", "H", "H", "O", "H", "H"],
  "coordinates": [[-2.2427, 0.2914, -0.8344], [-2.2284, 0.3253, 0.1290], [-3.0692, 0.0263, -1.2304], [1.8319, 2.4028, -0.2865], [2.7034, 2.8677, -0.2121], [1.2347, 2.8108, -0.9655], [0.6039, -1.1830, 2.2663], [0.8714, -2.0355, 2.7349], [1.1003, -1.0177, 1.4366], [-1.0689, -2.7164, 0.4468], [-1.5860, -2.0579, -0.0878], [-0.5468, -2.1386, 1.0441], [1.2117, -3.3749, -1.5626], [2.1198, -3.1022, -1.2110], [0.6546, -3.3838, -0.7685], [-1.8709, 0.1920, 1.8837], [-1.2651, 0.9468, 2.1525], [-1.3717, -0.6140, 2.0972], [-0.2740, 2.5094, 2.0759], [0.4660, 2.4404, 1.4357], [-0.6694, 3.3668, 1.8716], [1.8252, -0.3756, -0.0035], [1.1519, -0.3615, -0.6805], [2.0062, 0.4994, 0.3076], [-0.3521, 2.5048, -1.9119], [0.0696, 1.8660, -2.4633], [-1.0457, 1.9917, -1.4476], [0.1341, -0.6183, -1.9588], [-0.8123, -0.7812, -1.6602], [0.4185, -1.2810, -2.5969]],
  "homo_lumo_gap_ev": 11.23,
  "relative_energy_kj_mol": 135.7,
  "smiles": "O.O.O.O.O.O.O.O.O.O",
  "e_homo_ev": -10.982
}

Record 2
{
  "formula": "H20O10",
  "method": "wB97M-V/def2-TZVPD",
  "symbols": ["O", "H", "H", "O", "H", "H", "O", "H", "H", "O", "H", "H", "O", "H", "H", "O", "H", "H", "O", "H", "H", "O", "H", "H", "O", "H", "H", "O", "H", "H"],
  "coordinates": [[-2.4609, 2.3105, -2.4176], [-2.6685, 2.0386, -1.5996], [-1.4424, 2.4323, -2.3935], [4.3559, 0.4905, 1.0721], [3.6490, 1.1385, 0.7256], [3.8081, -0.0286, 1.6678], [-1.4605, -3.1524, -0.3533], [-1.8391, -3.4900, 0.2978], [-0.6431, -3.6822, -0.5120], [-1.7174, 0.0164, 2.5073], [-1.6745, -0.5502, 3.2209], [-0.9530, 0.0853, 2.1014], [0.5588, -0.0276, -0.3064], [-0.2671, 0.2444, -0.4984], [0.8716, -0.7086, -0.8379], [1.9828, -1.0141, 1.7679], [2.5746, -1.0895, 1.0453], [1.2205, -0.6494, 1.4006], [1.0959, -2.7540, -2.0942], [0.1678, -2.5018, -2.3303], [1.8619, -2.2161, -2.2742], [-0.8046, 2.6803, 3.0450], [-0.0086, 2.0714, 3.0729], [-1.5826, 2.4967, 3.5431], [0.0944, 2.5273, -0.4125], [0.7976, 1.8030, -0.1633], [-0.2693, 2.6841, 0.5466], [-1.6267, -0.3847, -2.8918], [-2.3642, 0.1297, -3.2552], [-1.2565, -0.8999, -3.6740]],
  "homo_lumo_gap_ev": [10.37, 2.52],
  "spin_multiplicity": 2,
  "charge": 1,
  "relative_energy_kj_mol": 422.0,
  "s_squared": 0.76,
  "e_homo_ev": [-14.052, -14.052]
}

Record 3
{
  "formula": "H21O10",
  "method": "wB97M-V/def2-TZVPD",
  "symbols": ["O", "H", "H", "O", "H", "H", "O", "H", "H", "O", "H", "H", "O", "H", "H", "O", "H", "H", "O", "H", "H", "O", "H", "H", "O", "H", "O", "H", "H", "H", "H"],
  "coordinates": [[0.9896, -3.4560, -0.3998], [1.6095, -4.1828, -0.0381], [0.0732, -2.0283, -1.8393], [-2.1895, 1.6393, -2.0006], [-1.9912, 0.7249, -1.9781], [-1.3752, 1.9882, -2.5007], [-0.8607, -1.4240, 0.4565], [-0.2681, -0.6920, -2.3862], [0.0955, -1.0638, 0.7223], [-0.5098, 0.5765, 3.1626], [-1.1274, 0.9409, 4.0072], [-1.1224, 0.7262, 2.5219], [-0.7250, 3.3378, 1.5389], [-1.3499, -0.7363, 1.2152], [-0.1496, 2.4815, 1.6048], [3.1705, 1.0469, -1.1081], [3.9179, 1.4631, -0.7785], [-0.2180, 4.0288, 1.9259], [0.7933, -1.1992, 2.5910], [2.2796, 1.2553, -0.7245], [0.6315, -1.7601, 3.3471], [0.8327, 0.2833, -3.1480], [1.7479, 0.4245, -2.8180], [1.6510, -1.6143, 2.1011], [-0.6493, -1.4490, -2.0238], [0.1394, -3.5611, -0.0302], [-1.4266, 0.9808, 0.2855], [-1.6568, 1.3423, 1.1835], [0.7678, -0.4062, -3.8588], [-0.7993, -1.0859, -0.8270], [-2.2807, 1.4187, -0.2038]],
  "homo_lumo_gap_ev": 10.98,
  "charge": 1,
  "relative_energy_kj_mol": 490.2,
  "e_homo_ev": -14.283
}

Record 4
{
  "formula": "H21O10",
  "method": "wB97M-V/def2-TZVPD",
  "symbols": ["O", "H", "H", "H", "O", "H", "H", "O", "H", "H", "O", "H", "H", "O", "H", "H", "O", "H", "H", "O", "H", "H", "O", "H", "H", "O", "H", "H", "O", "H", "H"],
  "coordinates": [[-0.2922, 0.5381, 0.5251], [0.0078, 1.3891, 0.2541], [-0.1152, -0.0949, -0.2439], [0.1198, 0.1811, 1.3861], [2.7198, -0.4009, -0.2669], [3.4808, -0.5819, 0.3231], [2.8758, -0.0529, -1.1629], [-2.6212, 1.2181, -0.8649], [-3.4442, 0.6281, -0.4749], [-3.1432, 2.1151, -0.8909], [-0.7792, 2.1641, 2.8331], [-0.8872, 2.4181, 3.6661], [-0.9652, 2.9541, 2.2681], [1.6278, 2.3571, -0.2309], [2.4748, 2.2251, -0.3449], [1.1988, 2.0221, -1.0789], [-3.4522, -1.4589, -0.0549], [-3.8552, -1.7259, -0.8169], [-2.4542, -1.7559, -0.2169], [-0.6582, -1.6059, -0.9929], [-0.9182, -1.7119, -1.8799], [-0.2752, -2.4889, -0.6229], [0.7068, -1.0749, 2.4341], [1.3898, -0.8159, 2.9311], [0.0178, -1.7019, 2.7731], [0.4698, 1.1141, -2.4089], [-0.1442, 1.7801, -3.0579], [1.0738, 0.7801, -3.1369], [1.6838, -3.0509, -0.4809], [2.2898, -3.3509, 0.3371], [1.8688, -2.0129, -0.5019]],
  "homo_lumo_gap_ev": 10.72,
  "charge": 1,
  "relative_energy_kj_mol": 313.1,
  "e_homo_ev": -13.884
}

Record 5
{
  "formula": "H21O11",
  "method": "wB97M-V/def2-TZVPD",
  "symbols": ["O", "H", "H", "O", "H", "H", "O", "H", "H", "O", "H", "H", "O", "H", "H", "O", "H", "H", "O", "H", "O", "H", "H", "O", "H", "H", "O", "H", "H", "O", "H", "H"],
  "coordinates": [[-1.9208, -2.0401, 1.0712], [-1.0310, -1.4144, 1.2261], [-1.6318, -2.6355, 1.9105], [1.2573, -2.3221, 0.8552], [0.3490, -1.9901, 0.6903], [1.4168, -1.9877, 1.7367], [2.2724, 3.3165, 0.1700], [-3.6890, -0.9422, -0.1936], [1.1281, 1.2364, -2.8889], [-0.1768, -0.2781, 1.8195], [-0.6599, 0.0926, 2.4819], [0.3302, 0.7716, 0.8999], [-1.8734, 1.6834, -1.5284], [-1.5947, -0.6234, -2.6851], [2.2296, 1.0654, 3.3967], [0.9258, 1.1316, -3.8640], [0.4026, 0.3270, -3.8904], [1.4853, -0.0178, 2.6141], [2.3872, 0.1314, 3.0621], [1.8061, 2.6305, 0.6353], [-4.2107, -0.6069, 0.5781], [1.6827, 3.9845, -0.4233], [-3.7406, -1.0969, 1.1850], [3.6402, -1.1580, 0.2591], [2.7333, -1.3518, 0.4931], [3.6235, -1.6753, -0.4861], [-1.5822, -1.4017, -3.2765], [-1.6239, 2.2352, -0.8197], [-2.5558, -1.2707, -3.6236], [0.0491, 1.6722, 0.2425], [-1.8147, 0.7822, -1.1344], [0.3860, 1.7522, -0.5133]],
  "homo_lumo_gap_ev": 9.77,
  "charge": -1,
  "relative_energy_kj_mol": 370.2,
  "e_homo_ev": -6.989
}

Record 6
{
  "formula": "H21O11",
  "method": "wB97M-V/def2-TZVPD",
  "symbols": ["O", "H", "O", "H", "H", "O", "H", "H", "O", "H", "H", "O", "H", "H", "O", "H", "H", "O", "H", "H", "O", "H", "H", "O", "H", "H", "O", "H", "H", "O", "H", "H"],
  "coordinates": [[50.6200, 3.4250, 54.0870], [49.8580, 4.1830, 54.0300], [51.5140, 1.5660, 55.6410], [51.1880, 2.2430, 54.9710], [50.6390, 1.0210, 55.6480], [48.8490, 1.6220, 53.0300], [49.4700, 2.1520, 53.4110], [49.3070, 0.8500, 53.0840], [50.9180, 0.3210, 53.4360], [51.1870, 0.7400, 54.2420], [51.0240, -0.5640, 53.7320], [51.9450, 4.1650, 51.9600], [52.8390, 4.5790, 52.2830], [51.3750, 3.8970, 52.6500], [53.5930, 1.8800, 52.5230], [53.6580, 1.6530, 53.5140], [52.8680, 2.4270, 52.5730], [47.5350, 4.7850, 54.7860], [47.9700, 4.7370, 55.5450], [47.2930, 5.7250, 54.8550], [52.7710, 4.7500, 55.1280], [51.9920, 4.3820, 54.9050], [52.8020, 5.1920, 55.9490], [51.0210, 6.8690, 51.9480], [51.2320, 6.0280, 52.1560], [51.0620, 7.4180, 52.8050], [48.0440, 4.4340, 52.0890], [48.5650, 3.6380, 52.2080], [47.7950, 4.7260, 52.9120], [49.5370, 4.2680, 56.3170], [49.2980, 3.3760, 56.8150], [49.9950, 3.9280, 55.5380]],
  "homo_lumo_gap_ev": 9.63,
  "charge": -1,
  "relative_energy_kj_mol": 333.0,
  "e_homo_ev": -6.724
}

Number 1: largest force on an atom 2.290 eV Å⁻¹. Number 2: largest force on an atom 12.160 eV Å⁻¹. Number 3: largest force on an atom 7.155 eV Å⁻¹. Number 4: largest force on an atom 7.969 eV Å⁻¹. Number 5: largest force on an atom 12.147 eV Å⁻¹. Number 6: largest force on an atom 6.741 eV Å⁻¹.